# 1
# C29H48N13O5

The ion C29H48N13O5 with charge +1 (the ωB97M-V functional and the def2-TZVPD basis, the Open Molecules 2025 dataset).

Computed properties:
charge: +1
E_tot: -2221.7121 Ha

Each line ends with the natural charge from an NBO analysis.
Geometry (Å):
C1 6.144763 2.239234 -2.299550  -0.18
C2 6.583807 1.480353 -1.485565  -0.05
C3 7.055244 0.536410 -0.489886  -0.14
O1 6.037342 -0.427961 -0.252390  -0.55
C4 6.353686 -1.344497 0.771315  -0.08
C5 5.397505 -2.527685 0.663521  -0.08
O2 4.081229 -2.040946 0.802502  -0.56
C6 3.057892 -3.012465 0.721480  -0.12
C7 2.796544 -3.535006 -0.702806  -0.09
O3 1.944493 -2.718555 -1.477288  -0.57
C8 0.553652 -2.871794 -1.218423  -0.08
C9 -0.224060 -2.541081 -2.498918  -0.25
N1 -0.573686 -1.135567 -2.566318  -0.62
C10 -1.696265 -0.712382 -1.909048  0.63
N2 -2.243313 -1.536234 -1.034065  -0.62
C11 -3.299035 -1.041715 -0.376728  0.64
N3 -3.812744 0.177685 -0.587109  -0.66
C12 -3.192062 0.904615 -1.511793  0.62
N4 -2.106756 0.524820 -2.185879  -0.63
N5 -3.734604 2.117832 -1.817111  -0.40
C13 -4.746373 2.625017 -0.922511  -0.23
H1 -5.231001 3.471420 -1.411608  0.21
H2 -5.481743 1.843954 -0.738336  0.25
C14 -4.065785 3.047202 0.404433  -0.24
N6 -2.669092 3.315230 0.128014  -0.41
C15 -1.613266 2.661307 0.621656  0.71
O4 -0.476222 2.849090 0.195326  -0.70
C16 -1.822783 1.674264 1.788301  -0.15
N7 -0.574662 0.976155 1.952819  -0.14
C17 0.557557 1.443684 2.519480  -0.09
C18 1.508986 0.482822 2.243896  0.08
N8 0.897237 -0.492047 1.536241  -0.28
N9 -0.338068 -0.185806 1.363227  -0.07
C19 2.952493 0.462959 2.606266  -0.46
H3 3.433920 -0.358647 2.075448  0.25
H4 3.037643 0.271485 3.679518  0.23
C20 3.647267 1.792516 2.288076  -0.39
H5 4.611138 1.824255 2.797538  0.22
H6 3.047625 2.620996 2.669041  0.20
C21 3.905130 1.989349 0.790051  -0.23
N10 2.694511 1.921522 0.001887  -0.58
C22 2.275005 0.879361 -0.722867  0.69
N11 1.053331 0.948021 -1.248757  -0.81
H7 0.639067 0.135417 -1.695388  0.42
H8 0.418525 1.667486 -0.922001  0.44
N12 3.056952 -0.140107 -1.035848  -0.79
H9 3.974018 -0.259201 -0.625996  0.44
H10 2.632161 -0.988505 -1.405311  0.44
H11 1.997336 2.630227 0.189749  0.42
H12 4.595619 1.229563 0.432429  0.22
H13 4.363968 2.968728 0.625195  0.22
H14 0.604283 2.368924 3.050484  0.23
C23 -2.220909 2.377759 3.085974  -0.61
H15 -2.151416 1.679061 3.917265  0.24
H16 -3.239199 2.749278 3.035339  0.23
H17 -1.564912 3.222450 3.283302  0.22
H18 -2.557729 0.915705 1.494447  0.27
C24 -2.490727 4.078445 -1.098068  -0.25
H19 -3.146742 4.949408 -1.048948  0.21
H20 -1.455220 4.410571 -1.159544  0.25
C25 -2.856555 3.163131 -2.294409  -0.24
H21 -3.362819 3.737343 -3.074010  0.21
H22 -1.973656 2.680335 -2.712747  0.25
H23 -4.530495 3.952084 0.808682  0.21
H24 -4.162080 2.240979 1.125567  0.22
N13 -3.843118 -1.792321 0.588274  -0.39
C26 -5.093959 -1.452056 1.226170  -0.25
H25 -5.386716 -0.449698 0.917019  0.24
C27 -6.159079 -2.479284 0.817276  -0.08
H26 -7.082929 -2.321002 1.375122  0.20
O5 -5.738463 -3.789298 1.112283  -0.52
C28 -4.543935 -4.110698 0.437832  -0.08
H27 -4.299759 -5.135078 0.721292  0.20
C29 -3.415599 -3.150768 0.834710  -0.25
H28 -2.511937 -3.337099 0.257243  0.25
H29 -3.207384 -3.258646 1.904468  0.20
H30 -4.700016 -4.059083 -0.650658  0.17
H31 -6.361135 -2.380291 -0.260488  0.17
H32 -4.954927 -1.488066 2.312484  0.20
H33 -0.414189 -0.656965 -3.441209  0.42
H34 0.399778 -2.791407 -3.357491  0.22
H35 -1.134986 -3.146796 -2.518888  0.22
H36 0.229628 -2.217099 -0.401822  0.21
H37 0.354146 -3.911566 -0.936901  0.18
H38 2.381215 -4.548621 -0.640001  0.18
H39 3.732272 -3.580241 -1.265663  0.20
H40 3.299808 -3.860168 1.376107  0.18
H41 2.165267 -2.502374 1.097124  0.24
H42 5.625363 -3.257053 1.453877  0.18
H43 5.540829 -3.008500 -0.312047  0.18
H44 7.383585 -1.708858 0.663378  0.19
H45 6.250118 -0.861986 1.754191  0.18
H46 7.299121 1.073429 0.441385  0.20
H47 7.967916 0.040951 -0.854956  0.21
H48 5.803748 2.915739 -3.025157  0.24

Force components x, y, z for each atom (eV/Å):
C 0.30 -0.32 0.39
C -0.24 0.11 -0.16
C 0.23 -0.16 0.24
O -0.08 0.06 -0.29
C -0.16 -0.46 0.24
C 0.27 0.20 0.02
O 0.29 0.18 -0.07
C -0.27 -0.27 -0.23
C 0.29 0.01 0.45
O -0.05 0.16 -0.25
C -0.28 -0.07 -0.22
C 0.17 -0.36 0.42
N 0.03 -0.05 -0.34
C -0.35 0.31 0.31
N 0.14 -0.35 -0.19
C 0.30 0.31 -0.13
N -0.22 0.08 0.12
C 0.03 -0.45 -0.23
N 0.27 0.12 -0.25
N -0.12 -0.06 -0.06
C -0.17 -0.07 0.16
H 0.01 -0.04 0.04
H -0.03 0.20 0.02
C -0.38 -0.07 0.12
N 0.04 0.23 -0.08
C 0.01 -0.12 0.27
O 0.12 0.18 -0.12
C -0.23 0.04 -0.16
N 0.66 -0.02 0.50
C 0.31 -0.53 -0.05
C -0.42 0.56 0.40
N 0.41 -0.31 0.07
N -1.13 -0.28 -0.50
C 0.03 0.18 0.15
H 0.02 -0.02 0.07
H 0.08 -0.07 -0.05
C 0.05 -0.26 -0.24
H 0.03 0.10 0.03
H 0.05 0.09 0.07
C 0.12 0.09 0.39
N -0.10 0.19 -0.10
C -0.06 0.31 -0.59
N -0.03 0.06 -0.03
H 0.13 0.06 0.06
H 0.01 -0.09 0.07
N 0.17 0.02 0.10
H -0.06 0.09 0.01
H -0.04 0.07 0.06
H -0.05 -0.14 -0.07
H 0.04 0.09 0.01
H 0.06 -0.15 -0.07
H 0.00 0.25 0.09
C 0.03 -0.10 -0.08
H -0.02 -0.02 0.02
H -0.06 0.05 -0.03
H 0.03 0.08 0.04
H 0.09 0.13 0.07
C 0.21 0.19 -0.18
H 0.03 -0.01 0.02
H -0.19 0.04 -0.02
C 0.22 0.16 -0.21
H 0.09 0.00 0.02
H -0.11 0.21 0.01
H -0.01 -0.10 0.03
H 0.01 0.05 0.00
N -0.03 -0.03 -0.01
C -0.51 -0.06 0.05
H -0.02 -0.10 0.12
C 0.05 0.35 0.10
H 0.04 0.06 -0.08
O -0.07 -0.10 0.11
C 0.37 0.05 0.02
H 0.05 0.05 -0.08
C -0.07 -0.51 -0.02
H -0.08 -0.08 0.15
H 0.03 -0.03 -0.07
H 0.02 -0.03 0.06
H -0.01 0.01 0.07
H -0.04 0.04 -0.05
H -0.09 0.00 0.02
H -0.07 0.01 0.04
H 0.13 0.03 -0.08
H 0.04 -0.10 -0.02
H 0.03 0.01 0.01
H 0.02 0.06 -0.04
H -0.04 -0.12 0.08
H -0.01 0.03 -0.01
H 0.04 -0.20 -0.02
H 0.01 0.04 -0.07
H 0.03 0.00 0.07
H -0.07 0.02 0.03
H 0.04 -0.05 -0.06
H 0.01 -0.13 -0.13
H -0.13 0.06 0.15
H -0.23 0.38 -0.43



# 2
# C4H9NO2

A cluster of 2 separate species, C4H9NO2 in total (the ωB97M-V functional and the def2-TZVPD basis, the Open Molecules 2025 dataset).

Computed properties:
E_tot: -362.9959 Ha

Each line ends with the natural charge from an NBO analysis.
Geometry (Å):
C1 1.182017 -2.684448 0.000870  -0.81
C2 1.634819 -2.144181 1.115137  0.75
O1 2.091836 -1.778659 2.126156  -0.48
H1 0.615246 -2.090836 -0.699961  0.25
H2 1.379149 -3.731840 -0.188465  0.25
N1 0.583903 0.254410 0.407041  -0.83
C3 -0.819868 0.298971 0.019507  -0.24
C4 -1.215016 1.547874 -0.752799  -0.08
O2 -0.892017 2.662087 0.057323  -0.73
H3 0.755232 0.971524 1.106013  0.37
H4 1.170482 0.495138 -0.389350  0.35
H5 -1.060155 -0.585793 -0.585547  0.19
H6 -1.423485 0.230610 0.931097  0.20
H7 -0.656652 1.572927 -1.704546  0.15
H8 -2.289267 1.515121 -0.995909  0.16
H9 -1.056227 3.467102 -0.446572  0.47

Force components x, y, z for each atom (eV/Å):
C 0.00 0.06 0.07
C 0.36 0.12 0.68
O -0.43 -0.38 -0.95
H 0.11 -0.09 0.15
H 0.02 0.12 0.10
N 0.04 0.22 -0.05
C -0.16 -0.07 -0.02
C -0.04 -0.36 -0.20
O -0.09 0.32 -0.11
H 0.02 -0.09 -0.08
H -0.03 -0.05 0.09
H 0.01 0.15 0.06
H 0.06 0.02 -0.11
H -0.07 0.05 0.16
H 0.17 0.04 0.08
H 0.03 -0.09 0.14



# 3
# C7H10O2S

The molecule C7H10O2S (the ωB97M-V functional and the def2-TZVPD basis, the Open Molecules 2025 dataset).

Computed properties:
E_tot: -821.3254 Ha

Each line ends with the natural charge from an NBO analysis.
Geometry (Å):
O1 -2.292552 -0.738074 0.369983  -0.73
C1 -0.979013 -0.238481 0.723619  0.10
C2 -0.572987 0.967619 -0.155521  -0.43
C3 0.545216 0.389784 -1.042025  -0.23
C4 0.290190 -1.081451 -1.184748  -0.44
C5 0.092532 -1.282131 0.301131  -0.24
C6 1.374679 -0.653803 0.957626  -0.34
S1 2.919375 -0.865231 0.045684  0.13
C7 1.753073 0.462062 -0.013052  0.15
O2 2.122647 1.802841 0.267454  -0.71
H1 -2.908549 0.086281 0.178347  0.47
H2 -0.908880 0.150593 1.814934  0.17
H3 -0.286625 1.798384 0.364895  0.22
H4 -1.379071 1.388038 -0.929591  0.20
H5 0.735071 1.012027 -1.966990  0.23
H6 -0.539585 -1.352720 -1.733722  0.23
H7 1.321349 -1.596173 -1.390625  0.24
H8 -0.099572 -2.212843 0.673331  0.22
H9 1.489980 -0.533734 2.013999  0.24
H10 2.856938 1.869773 0.834720  0.48

Force components x, y, z for each atom (eV/Å):
O -1.09 2.56 -0.07
C -0.70 1.12 0.07
C -2.43 -1.25 -3.82
C 1.99 2.38 -0.43
C 3.45 -0.15 1.79
C 0.51 2.64 1.60
C -0.16 0.47 -1.58
S 1.02 -0.26 0.11
C -1.00 0.42 -0.26
O -2.02 -1.05 -1.34
H 2.01 -2.55 0.66
H -0.30 -1.27 -1.41
H 0.96 2.04 1.46
H 1.01 -1.22 1.87
H -0.11 -0.83 0.95
H -1.49 -0.69 -1.41
H -2.32 0.60 -0.54
H -0.63 -2.64 0.74
H -0.17 -0.01 0.45
H 1.48 -0.31 1.15



# 4
# C13H16CaIN3S

A structure of composition C13H16CaIN3S (the ωB97M-V functional and the def2-TZVPD basis, the Open Molecules 2025 dataset).

Computed properties:
E_tot: -2042.7108 Ha

Each line ends with the natural charge from an NBO analysis.
Geometry (Å):
C1 2.448777 -0.577446 -2.065030  -0.75
C2 1.494747 -2.094915 -1.882635  -0.75
H1 1.864450 0.235379 -2.543680  0.27
H2 3.216147 -0.873907 -2.776513  0.25
H3 2.959824 -0.262750 -1.137691  0.21
H4 0.470858 -2.005561 -2.286612  0.22
H5 2.027899 -2.799248 -2.517896  0.25
H6 1.518379 -2.498785 -0.849334  0.29
Ca1 0.809986 -0.437091 -0.728133  1.64
C3 0.846938 -2.221689 1.240516  -1.35
H7 0.071759 -2.963490 0.994311  0.18
H8 0.520842 -1.620407 2.099851  0.18
H9 1.810731 -2.703601 1.457081  0.18
I1 -0.319448 1.907733 -2.355881  -0.85
N1 -1.776936 1.737720 2.154569  -0.53
C4 -2.933252 1.132612 1.674718  0.17
C5 -4.270946 1.362328 1.935780  -0.26
C6 -5.205190 0.618015 1.194012  -0.20
C7 -4.786285 -0.303258 0.214940  -0.22
C8 -3.428111 -0.520826 -0.044115  -0.18
C9 -2.499330 0.200384 0.716741  0.08
N2 -1.121588 0.251480 0.652060  -0.51
C10 -0.702830 1.198920 1.522245  0.37
C11 0.677877 1.624840 1.742089  0.08
C12 1.114047 2.551278 2.673301  -0.41
S1 2.835092 2.726117 2.621273  0.47
C13 2.903884 1.552279 1.333739  -0.11
N3 1.713733 1.079129 0.975542  -0.49
H10 -1.734075 2.474756 2.853053  0.42
H11 -4.550529 2.092645 2.695195  0.22
H12 -6.272900 0.753530 1.371469  0.22
H13 -5.539815 -0.854358 -0.349344  0.22
H14 -3.052065 -1.205777 -0.805118  0.22
H15 0.462018 3.090056 3.348522  0.24
H16 3.844087 1.237118 0.882697  0.24

Force components x, y, z for each atom (eV/Å):
C 1.22 -3.12 -2.40
C 3.09 -0.10 -2.51
H 0.22 -0.31 0.27
H 0.06 0.22 0.12
H -0.20 -0.30 -0.28
H 0.38 0.14 0.00
H -0.18 0.01 0.00
H -0.14 0.44 -0.07
Ca -4.62 2.34 5.01
C 0.24 0.75 -0.82
H 0.19 -0.06 0.28
H 0.07 -0.24 -0.01
H -0.28 -0.18 0.19
I 0.05 -0.05 -0.08
N -0.16 0.55 0.66
C 0.37 -0.02 -0.26
C -0.76 -0.22 -0.07
C 0.55 0.36 0.40
C 0.61 -0.14 -0.10
C -0.15 0.09 0.24
C 0.20 0.64 0.34
N 1.31 1.10 0.76
C -1.62 -1.70 -1.48
C 1.49 0.47 0.28
C -0.16 -0.77 -0.74
S -0.78 -0.69 -0.65
C -1.96 0.02 0.29
N 1.00 0.83 0.79
H -0.14 -0.38 -0.38
H -0.20 -0.21 -0.25
H 0.34 0.01 -0.03
H 0.25 0.17 0.14
H -0.35 0.13 0.17
H 0.41 0.07 0.05
H -0.33 0.15 0.13



# 5
# C5H8N2

The molecule C5H8N2 (the ωB97M-V functional and the def2-TZVPD basis, the Open Molecules 2025 dataset).

Computed properties:
E_tot: -304.7140 Ha

Each line ends with the natural charge from an NBO analysis.
Geometry (Å):
C1 -1.001306 -1.702032 0.113508  -0.46
N1 0.167931 -1.834992 0.964619  -0.36
C2 1.221557 -1.158343 0.765135  0.07
C3 1.524901 -0.117332 -0.257413  -0.17
C4 0.797521 0.994357 -0.439230  -0.32
C5 -0.381610 1.264363 0.405904  0.07
N2 -1.115437 2.233736 -0.100731  -0.74
H1 -0.802991 -1.259560 -0.872682  0.18
H2 -1.422975 -2.703221 -0.020012  0.20
H3 -1.757979 -1.081051 0.607524  0.22
H4 2.071598 -1.376030 1.425812  0.18
H5 2.444886 -0.260073 -0.829989  0.21
H6 1.120420 1.720387 -1.199926  0.18
H7 -1.936447 2.534105 0.407666  0.39
H8 -0.930062 2.745684 -0.970178  0.35

Force components x, y, z for each atom (eV/Å):
C -0.06 -0.05 -0.12
N 0.26 0.23 -0.15
C -0.05 -0.10 0.07
C -0.20 0.15 0.01
C 0.09 -0.19 0.10
C 0.00 0.41 -0.42
N -0.03 -0.07 0.21
H 0.01 -0.05 0.14
H 0.03 0.15 -0.01
H 0.23 -0.13 0.02
H -0.17 0.01 -0.08
H -0.23 -0.03 0.08
H -0.06 -0.10 0.12
H 0.10 -0.01 -0.14
H 0.08 -0.19 0.18



Computed values of relative energy (zero: lowest compared OMol25 entry of this formula, charge and spin) (unit: eV) for the preceding records, in sequence: 0.000, 2.438, 0.635, 1.690, 3.305.
Computed values of max |F| (unit: eV/A) for the preceding records, in sequence: 1.27, 1.11, 4.70, 7.21, 0.58.
Computed values of HOMO-LUMO gap (unit: eV) for the preceding records, in sequence: 9.29, 9.54, 9.60, 5.96, 8.64.